15
Properties=species:S:1:pos:R:3:forces:R:3:mulliken_charge:R:1 method="wB97M-V/def2-TZVPD" e_above_lowest_kcal_mol=19.2 max_force_ev_per_a=0.7 smiles="CCOC(=O)CO" e_lumo_ev=0.85 gap_ev=11.387 total_energy_ev=-10420.1704
C -2.611 0.071 -0.039 0.054 0.059 0.011 -1.16
C -1.264 -0.624 -0.049 -0.134 -0.100 0.006 -0.20
O -0.215 0.377 0.097 0.153 -0.007 0.023 -0.30
C 1.024 -0.112 0.026 0.124 -0.304 0.015 0.71
O 1.259 -1.286 -0.162 -0.084 0.247 0.105 -0.61
C 2.198 0.873 0.184 -0.709 0.091 -0.163 -0.34
O 3.322 0.257 -0.380 0.017 -0.013 0.397 -0.53
H -2.769 0.614 0.897 0.037 -0.047 -0.120 0.31
H -2.699 0.774 -0.872 0.043 -0.065 0.119 0.30
H -3.411 -0.672 -0.140 0.226 0.107 0.028 0.37
H -1.104 -1.176 -0.981 0.057 0.168 0.143 0.31
H -1.174 -1.342 0.773 0.034 0.148 -0.101 0.29
H 1.980 1.809 -0.339 0.002 -0.155 -0.017 0.28
H 2.324 1.132 1.252 -0.051 -0.238 -0.231 0.22
H 3.140 -0.693 -0.266 0.232 0.111 -0.213 0.35

---

303
Properties=species:S:1:pos:R:3:forces:R:3:mulliken_charge:R:1 method="wB97M-V/def2-TZVPD" max_force_ev_per_a=4.0 e_lumo_ev=-7.57 gap_ev=10.146 charge=+7 total_energy_ev=-343503.6088
C 6.256 -12.255 0.499 0.374 -2.189 -0.999 -1.28
C 7.025 -11.428 -0.470 -0.223 0.483 -1.082 -0.61
N 6.231 -10.927 -1.721 1.183 -0.828 0.162 0.53
C 6.006 -12.100 -2.613 -0.036 -0.397 0.649 -1.08
C 4.878 -10.378 -1.332 1.569 1.669 2.240 -0.51
C 4.114 -9.586 -2.353 -0.166 -1.645 -1.952 -1.34
C 7.062 -9.964 -2.550 -0.525 0.535 -0.563 -0.46
C 8.572 -10.204 -2.512 -0.717 0.414 -0.078 -0.91
O 8.757 -11.365 -3.202 0.112 -1.181 -1.423 -0.33
C 10.111 -11.691 -3.397 0.463 0.922 -0.267 -0.81
H 6.166 -13.318 0.055 -0.428 1.622 0.860 0.32
H 5.312 -11.824 0.816 0.079 -0.224 0.269 0.30
H 6.975 -12.384 1.303 -0.364 0.003 0.533 0.44
H 7.943 -11.957 -0.743 -0.526 -0.190 -0.766 0.31
H 7.423 -10.556 -0.032 0.014 1.399 0.736 0.64
H 7.009 -12.359 -2.995 -0.991 -0.237 -0.172 0.26
H 5.271 -11.746 -3.318 0.186 -0.280 -0.771 0.50
H 5.519 -12.882 -2.020 0.362 -0.030 -0.207 0.44
H 5.057 -9.712 -0.398 -0.131 -0.895 -1.530 0.39
H 4.385 -11.240 -0.934 -0.792 -0.359 -0.183 0.42
H 3.213 -9.326 -1.887 -1.398 0.505 0.846 0.46
H 3.758 -10.188 -3.254 0.768 0.663 1.030 0.33
H 4.547 -8.661 -2.697 0.507 0.147 -0.014 0.35
H 6.803 -8.960 -2.237 0.096 0.211 0.253 0.44
H 6.661 -10.089 -3.615 0.875 0.280 1.411 0.35
H 9.048 -10.380 -1.576 -0.185 0.473 1.553 0.40
H 9.127 -9.342 -2.896 -0.279 0.132 -0.610 0.50
H 10.146 -12.493 -4.109 0.214 -0.340 -0.221 0.27
H 10.609 -11.933 -2.476 0.100 -0.547 0.674 0.35
H 10.649 -10.803 -3.754 -0.063 -0.193 -0.407 0.32
C 2.829 -0.495 -0.122 0.047 0.649 -0.886 -1.34
C 2.595 0.710 0.800 -0.095 -0.708 1.379 -0.06
N 1.196 0.690 1.556 0.800 1.247 -0.064 0.76
C 1.134 1.825 2.542 2.247 0.964 -1.757 -1.10
C 0.053 0.895 0.600 -0.459 0.248 -1.532 -0.22
C 0.274 2.065 -0.383 0.941 -1.045 -1.569 -1.44
C 1.071 -0.583 2.299 -0.873 0.154 1.350 -1.00
C -0.007 -0.701 3.435 1.543 1.044 -1.675 -1.00
O -1.250 -0.414 2.822 -1.225 -0.813 2.120 -0.22
C -2.209 -0.437 3.929 0.107 0.306 0.665 -0.84
H 2.789 -1.504 0.338 -0.263 0.742 -0.379 0.28
H 3.860 -0.320 -0.430 0.285 -0.280 0.084 0.50
H 2.304 -0.393 -1.123 0.023 -0.433 1.419 0.26
H 2.671 1.645 0.232 -0.145 -0.216 0.492 0.14
H 3.382 0.708 1.636 -1.263 0.158 -1.125 0.40
H 1.822 1.699 3.347 0.232 -0.686 0.764 0.47
H 0.136 1.913 2.797 -1.843 0.395 0.929 0.45
H 1.516 2.755 2.078 -0.543 -0.504 -0.123 0.18
H -0.914 1.002 1.093 0.785 0.145 0.527 0.52
H -0.087 -0.028 0.050 0.424 -0.302 -0.255 0.41
H -0.622 2.416 -0.875 -0.644 -0.363 0.254 0.43
H 0.957 1.805 -1.263 -0.658 0.094 1.296 0.23
H 0.674 2.948 0.051 0.465 0.663 0.700 0.37
H 2.035 -0.826 2.703 0.534 -0.094 0.277 0.41
H 0.806 -1.303 1.586 -0.209 -1.223 -1.019 0.60
H 0.184 0.021 4.261 -0.040 -0.636 -0.335 0.38
H 0.119 -1.748 3.761 -0.402 0.295 0.226 0.56
H -1.914 0.338 4.655 0.185 -0.257 -0.083 0.36
H -2.228 -1.415 4.502 0.098 0.834 -0.973 0.25
H -3.224 -0.109 3.676 0.329 -0.463 -0.759 0.34
C 4.864 -7.329 6.270 -0.559 -0.106 0.158 -1.26
C 3.967 -8.470 5.862 -0.233 -1.493 -0.574 -0.57
N 3.095 -9.135 6.909 0.634 -0.234 -0.068 0.19
C 2.329 -10.237 6.207 0.048 -0.050 0.901 -0.83
C 3.959 -9.675 8.090 -0.143 0.078 -0.410 -0.39
C 5.208 -10.449 7.613 0.079 2.102 -0.041 -1.34
C 2.216 -8.073 7.418 0.226 0.509 1.812 -0.28
C 1.394 -8.482 8.651 -0.372 2.202 0.862 -0.65
O 0.387 -7.430 8.749 0.214 -1.141 -0.136 -0.33
C -0.682 -7.716 9.685 1.006 1.852 -0.174 -0.85
H 4.275 -6.418 6.261 0.391 0.375 0.363 0.40
H 5.585 -7.281 5.463 0.255 0.305 -0.050 0.42
H 5.416 -7.528 7.216 -0.521 0.346 -0.631 0.28
H 4.626 -9.263 5.561 0.123 -0.514 -0.399 0.54
H 3.245 -8.328 5.037 0.705 0.756 0.273 0.44
H 1.756 -10.764 6.989 0.231 0.032 -0.688 0.38
H 3.038 -10.869 5.704 0.439 -0.551 0.293 0.48
H 1.699 -9.908 5.378 -0.143 0.719 0.527 0.21
H 3.303 -10.362 8.680 0.470 0.658 -0.473 0.41
H 4.202 -8.779 8.713 -0.144 -0.817 -0.539 0.45
H 5.728 -10.672 8.534 0.015 -1.004 0.089 0.44
H 5.977 -9.817 7.076 -1.134 -0.557 0.351 0.28
H 4.873 -11.260 6.982 0.483 -0.573 0.234 0.35
H 1.535 -7.773 6.641 -0.119 0.269 -0.362 0.07
H 2.925 -7.262 7.690 -0.912 -0.226 -0.195 0.33
H 1.941 -8.532 9.630 -0.129 0.152 -0.951 0.41
H 0.965 -9.438 8.498 -0.839 -1.092 -0.187 0.47
H -0.253 -8.083 10.578 0.571 -0.310 1.313 0.40
H -1.330 -8.489 9.355 -0.910 -0.443 -0.762 0.33
H -1.175 -6.737 9.936 0.290 -1.153 -0.562 0.24
C 1.069 3.626 -10.735 -2.061 0.389 1.373 -0.76
N 2.178 3.496 -11.654 2.257 -0.133 0.110 -0.10
C 3.029 2.343 -11.171 -1.281 -0.938 -1.449 -0.90
C 1.840 3.247 -13.092 0.429 0.268 0.262 -0.90
C 3.066 4.702 -11.547 1.594 0.177 -0.544 -0.46
C 2.507 5.956 -12.080 -2.169 0.871 -0.963 -0.55
O 1.339 6.363 -11.267 1.442 1.747 -1.131 -0.50
H 1.521 3.653 -9.717 -0.615 0.046 -0.664 0.36
H 0.350 2.802 -10.814 0.590 -0.272 -0.056 0.36
H 0.447 4.526 -10.897 0.855 -0.359 -0.034 0.33
H 3.451 2.561 -10.208 0.233 0.087 0.224 0.37
H 3.743 2.187 -11.980 0.369 -0.138 0.522 0.43
H 2.347 1.460 -11.144 0.669 0.587 0.218 0.39
H 2.746 3.191 -13.723 -0.325 0.639 0.489 0.33
H 1.138 4.016 -13.374 -0.144 -0.064 -0.470 0.43
H 1.446 2.263 -13.151 -0.905 -0.750 0.001 0.39
H 3.998 4.490 -12.125 -0.766 -0.070 0.316 0.38
H 3.413 4.933 -10.537 -0.488 -0.752 0.283 0.36
H 2.211 5.862 -13.157 0.058 0.060 0.830 0.29
H 3.310 6.676 -12.090 0.151 0.479 0.339 0.44
H 1.229 7.356 -11.384 0.129 -1.829 0.182 0.32
C -3.560 8.913 -1.400 0.869 2.685 -0.811 -1.07
N -3.501 8.027 -0.302 0.983 -1.571 2.377 0.12
C -4.435 6.893 -0.579 0.164 -0.967 -0.268 -0.77
C -2.052 7.469 -0.137 -0.573 0.959 0.073 -1.00
C -3.858 8.693 1.050 -0.280 -0.019 -1.062 -0.31
C -3.289 10.071 1.191 0.990 1.069 0.967 -0.64
O -1.849 10.041 1.244 -1.196 -2.201 -1.128 -0.46
H -3.412 8.341 -2.263 0.080 -0.763 -1.472 0.47
H -2.715 9.636 -1.372 -0.675 -0.328 0.185 0.38
H -4.505 9.445 -1.475 -0.080 -0.053 0.149 0.38
H -4.109 6.434 -1.555 -0.524 0.501 0.975 0.32
H -5.433 7.340 -0.638 0.119 -0.348 -0.164 0.45
H -4.385 6.093 0.194 0.038 0.909 -0.384 0.20
H -2.107 6.695 0.592 0.009 -0.428 0.714 0.51
H -1.401 8.292 0.180 -0.404 -0.335 -0.062 0.34
H -1.668 7.029 -1.038 -0.328 -0.032 -0.751 0.34
H -3.496 8.004 1.763 0.552 -0.619 0.987 0.30
H -4.946 8.730 1.201 0.198 0.018 -0.565 0.38
H -3.605 10.510 2.146 -0.468 -0.344 -0.148 0.43
H -3.654 10.746 0.413 0.082 -0.074 -0.117 0.38
H -1.481 10.849 1.513 0.440 1.871 0.623 0.28
C 11.680 3.618 -2.799 -1.569 -0.824 0.391 -0.89
N 10.528 4.540 -2.557 -1.531 -0.369 -1.393 -0.07
C 10.957 5.731 -1.787 1.607 -0.954 0.771 -0.91
C 9.954 4.900 -3.928 0.508 0.847 -0.707 -0.80
C 9.467 3.700 -1.856 -0.953 -1.006 0.631 -0.74
C 8.075 4.353 -1.611 1.606 -0.087 -0.737 -0.19
O 7.236 3.726 -2.561 0.104 0.557 0.033 -0.52
H 12.396 4.020 -3.463 0.727 0.675 -0.572 0.37
H 11.181 2.756 -3.246 0.652 -0.132 -0.027 0.43
H 12.095 3.355 -1.842 0.304 -0.146 0.261 0.38
H 11.482 5.322 -0.908 -0.351 0.228 -0.114 0.38
H 10.155 6.342 -1.444 -0.663 0.390 -0.169 0.40
H 11.739 6.274 -2.325 -0.469 0.063 -0.274 0.38
H 9.249 5.763 -3.920 0.763 -0.603 0.415 0.34
H 9.435 4.078 -4.413 -0.098 -0.373 0.650 0.36
H 10.816 5.082 -4.593 -0.387 0.460 0.424 0.38
H 9.903 3.280 -0.938 0.050 0.493 -0.189 0.45
H 9.202 2.809 -2.491 0.716 0.972 0.311 0.40
H 8.210 5.435 -1.690 -0.500 0.278 -0.584 0.21
H 7.780 4.235 -0.593 -0.472 -0.611 0.743 0.32
H 6.312 3.943 -2.394 -0.192 0.144 0.384 0.30
C -13.317 8.429 7.379 -0.767 0.589 -0.503 -1.09
N -13.081 9.691 6.568 -0.509 0.561 1.704 -0.03
C -13.432 10.932 7.386 1.454 -0.806 -0.110 -0.93
C -11.656 9.735 6.251 0.494 -1.056 0.104 -0.92
C -13.968 9.751 5.369 2.196 -0.311 -1.935 -0.37
C -14.406 8.427 4.807 -1.879 0.709 -2.160 -0.64
O -13.339 7.708 4.165 -0.787 0.228 0.961 -0.48
H -13.133 7.566 6.780 0.148 -0.440 -0.730 0.46
H -14.343 8.440 7.670 -0.758 -0.093 0.253 0.44
H -12.720 8.315 8.256 0.633 0.724 0.529 0.40
H -12.745 10.984 8.254 -1.187 -0.409 0.081 0.38
H -14.504 10.917 7.431 -0.307 0.199 1.197 0.39
H -13.128 11.789 6.823 -0.029 0.486 -0.793 0.44
H -11.178 9.287 7.116 0.541 0.615 0.105 0.39
H -11.321 10.739 6.017 0.047 -0.095 -0.133 0.33
H -11.519 9.003 5.475 0.376 0.075 -0.721 0.42
H -13.387 10.310 4.557 -0.648 -0.742 1.121 0.33
H -14.799 10.357 5.587 -1.180 0.459 0.392 0.40
H -15.093 8.810 3.964 0.635 -0.699 1.162 0.43
H -15.096 7.856 5.487 1.065 0.156 -0.499 0.35
H -13.781 7.150 3.513 0.351 -0.087 0.057 0.32
C -7.953 -6.206 -2.860 0.718 1.043 -0.747 -1.19
C -7.154 -5.348 -3.860 0.412 0.107 0.726 -0.71
C -8.017 -4.847 -5.027 1.675 1.927 -0.484 -0.54
C -8.356 -5.852 -6.110 -1.854 0.589 0.735 -0.62
N -9.136 -5.273 -7.294 -0.649 -1.157 -0.001 0.51
C -9.496 -6.574 -8.130 -0.395 2.045 -0.128 -0.71
C -8.231 -6.758 -8.951 0.156 -1.124 -0.603 -0.60
C -7.951 -5.354 -9.439 -0.322 1.241 1.116 -0.66
C -8.304 -4.441 -8.221 -0.927 -1.654 -1.213 -0.60
C -10.363 -4.513 -6.798 0.638 -1.494 0.249 -0.99
C -11.312 -4.021 -7.832 -0.352 0.416 -0.121 -0.32
C -12.350 -3.062 -7.214 1.015 -0.960 1.344 -1.34
H -7.450 -6.303 -1.940 1.037 -0.012 1.188 0.35
H -7.972 -7.196 -3.242 -0.968 -0.953 -0.326 0.36
H -8.883 -5.739 -2.570 -0.627 -0.245 -0.439 0.33
H -6.299 -5.928 -4.229 -0.170 -0.042 -0.094 0.33
H -6.657 -4.494 -3.321 -0.789 -0.485 -0.659 0.35
H -7.382 -4.057 -5.548 -0.701 -0.691 0.511 0.33
H -8.835 -4.267 -4.590 -0.267 -0.501 -0.266 0.35
H -9.012 -6.673 -5.773 0.518 0.334 0.186 0.30
H -7.475 -6.244 -6.539 1.020 -0.560 -0.210 0.27
H -10.339 -6.249 -8.729 0.079 -0.029 -0.523 0.41
H -9.924 -7.313 -7.469 0.588 -0.407 0.212 0.41
H -8.334 -7.487 -9.795 -0.134 0.649 0.792 0.47
H -7.439 -7.129 -8.322 0.370 -0.322 0.178 0.26
H -8.616 -5.188 -10.230 -1.185 0.516 -1.206 0.30
H -6.998 -5.001 -9.817 0.484 -0.831 0.085 0.39
H -8.795 -3.515 -8.417 -0.421 0.435 -0.417 0.52
H -7.418 -4.228 -7.755 2.166 0.638 1.486 0.25
H -9.996 -3.706 -6.224 0.586 1.006 0.494 0.51
H -10.793 -5.202 -6.065 -0.443 0.094 -0.225 0.41
H -11.781 -4.838 -8.318 -0.853 -0.915 -0.285 0.39
H -10.830 -3.515 -8.661 0.413 0.341 0.040 0.40
H -12.919 -3.578 -6.390 0.535 0.555 -0.740 0.30
H -13.039 -2.840 -8.002 -0.402 0.812 -0.138 0.43
H -11.765 -2.209 -6.770 -1.083 -0.430 -0.613 0.32
C 3.367 12.694 2.673 -0.957 0.602 -0.597 -1.31
C 4.136 12.815 1.293 0.819 0.715 1.857 -0.14
C 5.374 13.757 1.466 -0.315 0.059 0.414 -0.98
C 6.527 13.324 2.378 0.333 0.937 0.068 -0.67
N 7.660 12.609 1.742 1.302 0.788 -0.831 -0.05
C 8.861 12.549 2.689 -2.260 0.578 1.446 -0.49
C 10.000 12.155 1.861 1.587 1.316 -2.173 -0.82
C 9.752 12.934 0.497 -0.725 -0.496 -0.052 -0.67
C 8.288 13.432 0.606 -0.676 -0.769 -0.816 -0.65
C 7.164 11.281 1.235 1.848 0.871 -2.113 -1.00
C 6.911 10.208 2.260 -0.392 0.471 1.070 0.20
C 6.757 8.896 1.500 0.585 -1.657 0.473 -1.58
H 3.922 12.929 3.606 0.112 -0.126 -0.863 0.33
H 2.932 11.698 2.807 0.190 0.076 -0.099 0.36
H 2.495 13.384 2.676 0.566 -0.282 0.023 0.34
H 3.565 13.220 0.450 -0.289 -0.230 0.489 0.44
H 4.455 11.811 1.047 0.103 -0.169 -0.364 0.11
H 5.099 14.722 1.965 -0.405 -0.754 -0.824 0.48
H 5.812 14.012 0.498 -0.212 0.178 -0.033 0.38
H 6.279 12.642 3.172 -0.642 0.295 0.690 0.62
H 6.934 14.293 2.747 0.002 -1.012 0.231 0.42
H 8.556 11.818 3.445 0.433 0.514 0.232 0.53
H 8.868 13.608 3.114 0.527 -1.558 -0.373 0.52
H 10.087 11.105 1.602 -0.249 -0.210 0.472 0.30
H 10.971 12.494 2.217 -0.137 -0.202 0.514 0.43
H 9.818 12.169 -0.303 0.196 0.861 0.152 0.31
H 10.413 13.804 0.298 -0.253 -0.831 0.180 0.40
H 7.673 13.309 -0.337 0.786 0.091 1.118 0.38
H 8.203 14.465 0.936 0.153 0.082 -0.080 0.47
H 7.934 10.926 0.476 -0.742 0.351 0.994 0.39
H 6.343 11.680 0.602 -0.023 -1.270 0.509 0.45
H 6.000 10.545 2.838 0.744 -0.914 -0.422 0.23
H 7.764 10.109 3.027 -1.220 0.182 -1.288 0.17
H 7.741 8.565 1.077 -0.614 0.499 0.306 0.28
H 6.065 8.901 0.655 -0.156 0.278 0.242 0.36
H 6.472 8.046 2.166 -0.005 0.791 -0.475 0.42
C -5.461 -10.260 0.346 -1.651 -1.429 0.451 -1.41
C -5.954 -9.044 1.100 1.690 1.475 -0.202 -0.35
C -4.696 -8.118 1.390 -0.678 -0.344 0.702 -0.67
C -4.804 -7.419 2.769 -0.698 -1.120 -1.286 -1.12
N -3.962 -6.189 2.928 1.275 -1.444 0.474 0.22
C -2.488 -6.520 2.657 -0.008 0.316 0.201 -0.87
C -2.134 -7.427 3.861 -0.435 1.150 -0.567 -0.55
C -2.922 -6.820 5.044 0.674 0.234 0.210 -0.80
C -3.960 -5.892 4.399 1.578 1.370 -0.011 -0.57
C -4.391 -5.052 2.109 -1.870 -0.984 -0.032 -1.32
C -5.895 -4.743 2.363 0.993 -1.213 -0.219 -0.25
C -6.124 -3.301 2.127 -1.873 1.447 -0.145 -1.56
H -4.771 -10.866 0.932 0.698 0.542 -0.157 0.37
H -5.140 -10.004 -0.644 0.704 0.061 -0.416 0.33
H -6.236 -11.038 0.206 -0.195 0.699 -0.104 0.43
H -6.322 -9.281 2.078 -0.732 -0.435 0.353 0.43
H -6.677 -8.429 0.530 0.081 -0.568 0.399 0.23
H -4.549 -7.412 0.585 0.151 0.148 -0.289 0.41
H -3.835 -8.784 1.480 0.126 0.191 -0.435 0.33
H -4.519 -8.208 3.465 0.273 0.597 0.389 0.46
H -5.844 -7.207 3.021 0.128 0.454 -0.131 0.64
H -1.937 -5.568 2.559 -0.398 -0.274 1.074 0.63
H -2.295 -6.873 1.643 -0.650 -0.822 0.125 0.45
H -1.083 -7.358 4.036 0.661 -0.325 0.018 0.22
H -2.469 -8.444 3.703 0.319 -0.237 -0.257 0.39
H -2.207 -6.324 5.761 -1.022 -0.096 -0.851 0.37
H -3.410 -7.595 5.602 -0.243 -0.430 0.346 0.33
H -3.618 -4.850 4.486 -0.181 -0.232 0.013 0.37
H -4.963 -5.935 4.738 -0.742 -0.313 0.628 0.57
H -4.051 -5.265 1.101 -0.558 0.068 -0.357 0.68
H -3.863 -4.209 2.433 1.100 1.191 0.619 0.86
H -6.132 -5.081 3.387 -0.010 0.595 -0.340 0.28
H -6.558 -5.336 1.741 0.118 -0.204 -0.331 0.33
H -5.592 -2.885 1.267 -0.040 -0.183 0.052 0.35
H -5.941 -2.675 2.984 0.715 0.169 0.459 0.41
H -7.205 -3.106 1.990 0.459 -0.157 -0.329 0.41
As 1.751 -5.899 2.692 2.014 0.874 0.003 2.14
F 1.766 -6.939 4.111 0.012 0.165 0.187 -0.60
F 3.546 -6.181 2.485 -1.989 0.011 0.001 -0.57
F 1.703 -4.893 1.235 -0.064 -0.738 0.910 -0.54
F 0.051 -5.551 3.023 0.578 -0.101 -0.328 -0.53
F 2.172 -4.536 3.662 -0.142 0.094 0.019 -0.48
F 1.363 -7.307 1.812 -0.236 -0.274 -0.678 -0.49
As -2.763 3.995 1.857 -1.425 2.386 2.913 1.90
F -1.985 2.614 1.452 1.296 -3.263 -0.427 -0.48
F -1.301 4.875 1.701 1.006 0.703 -0.870 -0.49
F -3.526 5.518 2.259 -0.374 0.344 -0.446 -0.51
F -4.293 3.221 2.160 0.446 -0.087 -0.304 -0.53
F -2.284 3.833 3.515 -0.445 -0.537 0.313 -0.50
F -3.087 4.169 0.191 -0.699 0.682 -1.200 -0.47
As 4.699 4.744 0.784 -0.502 -1.498 -0.910 2.17
F 3.249 3.868 0.663 -1.701 -0.714 -0.275 -0.65
F 3.862 6.253 0.639 0.116 -0.013 0.380 -0.51
F 6.178 5.540 0.915 1.290 0.779 -0.099 -0.46
F 5.555 3.184 0.768 0.022 0.533 -0.097 -0.52
F 4.736 4.687 -0.983 0.690 0.226 -0.131 -0.52
F 4.517 4.596 2.470 0.222 0.576 0.823 -0.51